(1)
Formula: C3H3N3O
Source: the Open Molecules 2025 dataset
Level of theory: the ωB97M-V functional and the def2-TZVPD basis

Last column: natural (NBO) charge in e.
Positions of all 10 atoms, in Å:
1 N -2.0057 -0.1939 -0.8150  -0.605
2 C -0.9406 0.3383 -0.9195  0.595
3 C 0.3429 0.7027 -1.1183  -0.612
4 C 1.0624 -0.4050 -0.4813  0.380
5 O 0.4133 -1.3292 0.0013  -0.606
6 H -2.5207 -0.5749 -0.0267  0.436
7 H 0.6713 1.6172 -1.6190  0.266
8 H 2.1626 -0.4065 -0.3607  0.144
9 N 0.0024 -0.1997 2.7573  0.011
10 N 0.8400 0.4889 2.5601  -0.009

## Properties
**Spin multiplicity**: 1
**Energy relative to the best compared isomer or geometry (same formula, charge and spin)**: 135.08 kJ/mol
**SMILES**: N=C=CC=O.N#N
**Frontier orbital gap**: 0.3618 hartree
**E_tot**: -355.58844 Eh
**HOMO level**: -9.14 eV

***

(2)
Formula: C21H37GaN4O3P
Source: the Open Molecules 2025 dataset
Level of theory: the ωB97M-V functional and the def2-TZVPD basis

Last column: natural (NBO) charge in e.
Positions of all 67 atoms, in Å:
1 C -4.0204 3.6763 -0.4981  -0.653
2 C -5.3935 3.0304 -0.4281  -0.049
3 O -5.5725 1.8554 -1.2243  -0.818
4 P -4.4536 0.6990 -1.2242  2.387
5 O -3.7983 0.5330 0.0860  -1.113
6 C -5.3585 -0.7030 -1.8994  -0.821
7 C -5.4345 -1.9248 -0.9641  -0.882
8 Ga -3.8361 -3.1906 -0.9700  0.988
9 N -2.1012 -2.2884 -1.0456  -0.880
10 C -1.2216 -2.4828 -0.1784  0.340
11 C 0.1004 -3.1968 -0.4673  -0.692
12 C -1.3409 -2.0138 1.2734  -0.712
13 O -3.4730 1.2453 -2.3769  -0.835
14 C -2.3248 0.4210 -2.6684  -0.083
15 C -1.7795 0.8331 -4.0222  -0.623
16 H -3.6594 3.7241 -1.5262  0.222
17 H -4.0850 4.6952 -0.1052  0.199
18 H -3.2853 3.1284 0.0903  0.235
19 H -6.1347 3.7403 -0.8043  0.169
20 H -5.6614 2.8051 0.6082  0.179
21 H -6.3514 -0.2820 -2.1060  0.228
22 H -4.9496 -0.9792 -2.8768  0.231
23 H -6.2677 -2.5486 -1.3148  0.197
24 H -5.7015 -1.6054 0.0470  0.208
25 H -3.8894 -4.1624 -2.2615  -0.350
26 H -3.8865 -4.0983 0.3754  -0.354
27 H 0.1721 -3.3897 -1.5368  0.222
28 H 0.9605 -2.5992 -0.1415  0.186
29 H 0.1120 -4.1448 0.0811  0.203
30 H -1.4739 -2.8867 1.9238  0.205
31 H -2.1822 -1.3281 1.3640  0.249
32 H -0.4168 -1.5076 1.5753  0.192
33 H -2.5965 -0.6361 -2.6663  0.224
34 H -1.5814 0.5339 -1.8767  0.188
35 H -0.7312 0.5462 -4.1150  0.209
36 H -2.3480 0.3631 -4.8266  0.202
37 H -1.8604 1.9174 -4.1303  0.205
38 N 2.9460 -2.6499 4.8178  -0.510
39 C 3.5929 -2.2101 3.6948  -0.099
40 C 2.8737 -2.6320 2.6063  -0.303
41 C 1.7455 -3.3449 3.0925  -0.293
42 C 1.8192 -3.3412 4.4579  -0.075
43 H 3.2482 -2.4870 5.7596  0.406
44 H 4.5018 -1.6372 3.7688  0.202
45 H 3.1160 -2.4511 1.5715  0.221
46 H 0.9685 -3.7995 2.5019  0.239
47 H 1.1641 -3.7627 5.2006  0.210
48 N 5.1885 -0.3889 1.0030  -0.507
49 C 5.5347 0.3851 -0.0681  -0.077
50 C 6.8612 0.1685 -0.3336  -0.304
51 C 7.3317 -0.7802 0.6152  -0.314
52 C 6.2745 -1.1065 1.4230  -0.078
53 H 4.2727 -0.4295 1.4162  0.421
54 H 4.8093 1.0205 -0.5483  0.217
55 H 7.4291 0.6343 -1.1217  0.214
56 H 8.3287 -1.1810 0.6921  0.216
57 H 6.2039 -1.7877 2.2529  0.209
58 N 3.4031 5.2150 -0.6693  -0.510
59 C 3.8690 4.0136 -0.2084  -0.084
60 C 2.8019 3.3138 0.2864  -0.307
61 C 1.6450 4.1218 0.1153  -0.287
62 C 2.0488 5.2880 -0.4766  -0.084
63 H 3.9672 5.9315 -1.0856  0.406
64 H 4.9138 3.7599 -0.2710  0.211
65 H 2.8415 2.3299 0.7232  0.219
66 H 0.6349 3.8711 0.3925  0.229
67 H 1.4901 6.1570 -0.7787  0.207

## Properties
**Spin multiplicity**: 1
**Net charge**: -1
**Frontier orbital gap**: 0.2052 hartree
**E_tot**: -3533.31010 Eh
**HOMO level**: -3.29 eV

***

(3)
Formula: C20H19Br2N4PdS
Source: the Open Molecules 2025 dataset
Level of theory: the ωB97M-V functional and the def2-TZVPD basis

Last column: natural (NBO) charge in e.
Positions of all 47 atoms, in Å:
1 Pd -0.4345 0.2746 -0.5361  -0.095
2 Br -2.2185 6.0688 -4.6400  0.082
3 C -1.9020 4.7863 -3.3360  -0.095
4 C -2.8873 4.0671 -2.7220  -0.278
5 C -2.6242 3.1603 -1.7375  0.054
6 N -1.3688 2.8463 -1.3701  -0.347
7 C -0.3582 3.4570 -1.9945  0.141
8 C -0.6096 4.4265 -2.9667  -0.243
9 C 1.0035 3.0334 -1.6524  0.189
10 C 2.0878 3.9044 -1.8291  -0.270
11 C 3.3568 3.4188 -1.6313  -0.069
12 Br 4.7345 4.5771 -2.1332  0.056
13 C 3.5576 2.1062 -1.2031  -0.291
14 C 2.4426 1.4016 -0.8825  0.067
15 N 1.1929 1.8084 -1.0630  -0.405
16 H -3.9251 4.2896 -2.9516  0.219
17 H -3.4043 2.6150 -1.2153  0.222
18 H 0.2384 4.9649 -3.4375  0.216
19 H 1.8850 4.9364 -2.0592  0.226
20 H 4.4521 1.5639 -0.9160  0.247
21 H 2.5688 0.4383 -0.4774  0.219
22 S -2.2733 -1.0068 -0.7560  -0.435
23 C -3.0968 -2.1154 0.3391  0.088
24 C -4.4527 -1.8926 0.6144  -0.283
25 C -5.1323 -2.7322 1.4310  -0.185
26 C -4.5246 -3.8892 1.8274  -0.332
27 C -3.2071 -4.0577 1.5681  0.020
28 N -2.4633 -3.1631 0.8944  -0.483
29 H -4.9243 -1.1208 0.0967  0.213
30 H -6.2051 -2.5550 1.6531  0.194
31 H -5.1436 -4.6965 2.3076  0.195
32 H -2.6357 -4.9957 1.7519  0.176
33 C 3.2273 -1.7743 3.0294  -0.581
34 C 2.5357 -2.3424 1.8327  -0.173
35 C 2.3570 -3.8859 1.9871  -0.582
36 C 1.1694 -1.6853 1.5421  -0.611
37 C 3.3557 -2.1168 0.6510  0.330
38 N 4.0071 -1.8031 -0.2433  -0.381
39 H 2.5952 -2.0181 3.8538  0.213
40 H 3.3108 -0.6996 2.8834  0.218
41 H 4.2088 -2.2868 3.0560  0.206
42 H 1.6294 -4.2537 2.6526  0.219
43 H 3.3272 -4.2628 2.3107  0.192
44 H 2.1907 -4.2961 0.9684  0.225
45 H 0.5497 -1.6950 2.4486  0.213
46 H 0.5425 -2.1770 0.7863  0.273
47 H 1.2653 -0.6230 1.2682  0.224

## Properties
**Spin multiplicity**: 1
**Net charge**: -1
**Energy relative to the best compared isomer or geometry (same formula, charge and spin)**: 27.41 kJ/mol
**Frontier orbital gap**: 0.1718 hartree
**E_tot**: -6666.64727 Eh
**HOMO level**: -2.52 eV

***

(4)
Formula: C33H87N7O13
Source: the Open Molecules 2025 dataset
Level of theory: the ωB97M-V functional and the def2-TZVPD basis

Last column: Löwdin spin population.
Positions of all 140 atoms, in Å:
1 C 1.4476 1.8246 6.1099  0.005
2 O 0.8611 1.7995 4.7874  0.001
3 C -0.5528 1.9604 4.7974  0.002
4 C -1.0896 1.8520 3.3423  0.001
5 N -2.5120 2.3892 3.2378  0.000
6 C -3.5284 1.4427 3.8198  0.004
7 C -4.8953 2.0675 3.8297  0.004
8 O -5.1223 3.0566 4.8351  0.001
9 C -6.3679 3.7393 4.7072  0.002
10 H 2.4629 1.4317 6.1643  0.001
11 H 0.8809 1.3980 6.9375  0.001
12 H 1.5949 2.8578 6.4246  0.000
13 H -0.8153 2.8634 5.3485  0.000
14 H -1.0056 1.1763 5.4043  0.001
15 H -0.9839 0.8676 2.8863  0.000
16 H -0.5821 2.5185 2.6449  0.000
17 H -2.5955 3.3153 3.6322  0.000
18 H -3.3361 1.2137 4.8680  0.001
19 H -3.5894 0.5108 3.2576  0.002
20 H -5.5336 1.2813 4.2328  0.003
21 H -5.2435 2.4675 2.8773  0.001
22 H -7.2082 3.0462 4.6663  0.000
23 H -6.3836 4.3396 3.7976  0.000
24 H -6.5405 4.3275 5.6085  0.000
25 C 6.8212 -3.9841 -1.0863  0.008
26 O 6.7288 -2.7998 -1.9028  0.001
27 C 7.2350 -1.5524 -1.3643  0.001
28 C 6.8337 -1.2833 0.1472  0.002
29 N 5.4952 -0.7557 0.3502  0.001
30 C 4.4466 -1.6774 -0.2116  0.003
31 C 3.0229 -1.1129 0.1602  0.004
32 O 2.8114 -1.1432 1.5435  0.002
33 C 1.4969 -1.0358 2.0315  0.002
34 H 6.0921 -4.0634 -0.2799  0.004
35 H 7.8542 -4.0996 -0.7581  0.001
36 H 6.5984 -4.8327 -1.7330  0.001
37 H 6.7712 -0.8009 -2.0033  0.000
38 H 8.3248 -1.5617 -1.3863  0.000
39 H 7.5338 -0.5214 0.4901  0.000
40 H 6.8710 -2.1828 0.7617  0.002
41 H 5.2025 -0.7791 1.3166  0.001
42 H 4.5979 -2.7091 0.1058  0.003
43 H 4.5603 -1.5627 -1.2896  0.001
44 H 2.2044 -1.7076 -0.2454  0.003
45 H 3.0218 -0.0902 -0.2169  0.000
46 H 1.0850 -0.0690 1.7421  0.000
47 H 1.6128 -1.1334 3.1109  0.001
48 H 0.8626 -1.8728 1.7395  0.001
49 C 0.9920 9.7934 -1.9518  0.000
50 O -0.2489 9.5216 -1.3092  0.000
51 C -0.0825 8.9592 -0.0232  0.000
52 C 0.4677 7.5159 -0.0197  0.000
53 N -0.4062 6.6862 -0.8585  0.000
54 C -0.2055 5.2765 -0.5937  0.000
55 C -0.7842 4.3893 -1.7245  0.000
56 O 0.1566 4.3401 -2.8275  0.001
57 C -0.5858 3.7946 -3.9539  0.003
58 H 1.7781 9.0520 -1.8085  0.000
59 H 1.3491 10.7300 -1.5237  0.000
60 H 0.8380 9.8396 -3.0299  0.000
61 H -1.0888 8.9871 0.3948  0.000
62 H 0.5169 9.5884 0.6348  0.000
63 H 0.6545 7.2826 1.0286  0.000
64 H 1.5277 7.4746 -0.2705  0.000
65 H -0.0356 6.8574 -1.7823  0.000
66 H -0.6783 5.0388 0.3592  0.000
67 H 0.8551 5.0582 -0.4695  0.000
68 H -1.7599 4.7228 -2.0779  0.000
69 H -0.9395 3.3701 -1.3707  0.000
70 H 0.0660 3.7633 -4.8270  0.000
71 H -1.3636 4.5075 -4.2276  0.001
72 H -1.0919 2.8694 -3.6781  0.001
73 C -0.0280 -1.0787 -1.8873  0.005
74 O -0.0869 -2.2598 -2.7501  0.025
75 C 0.0533 -1.9058 -4.1439  0.009
76 C 0.3987 -3.2549 -4.8857  0.032
77 N 1.7326 -3.7056 -4.5715  0.002
78 C 2.0834 -4.8664 -5.3105  0.006
79 C 3.5324 -5.3267 -5.0098  0.003
80 O 3.4706 -6.1468 -3.8397  0.016
81 C 4.7462 -6.7612 -3.5903  0.009
82 H -0.7431 -0.3652 -2.2969  0.001
83 H 0.9877 -0.6836 -1.9031  0.001
84 H -0.2713 -1.2752 -0.8432  0.001
85 H 0.9214 -1.2594 -4.2728  0.001
86 H -0.8233 -1.4738 -4.6265  0.004
87 H 0.1324 -3.1365 -5.9360  0.008
88 H -0.3553 -3.9469 -4.5107  0.020
89 H 1.7090 -3.9528 -3.5925  0.004
90 H 2.0047 -4.6902 -6.3833  0.001
91 H 1.4462 -5.7237 -5.0933  0.003
92 H 4.1480 -4.4320 -4.9169  0.000
93 H 3.9305 -5.9670 -5.7969  0.001
94 H 4.8746 -7.1128 -2.5665  0.004
95 H 5.5941 -6.0829 -3.6851  0.001
96 H 4.8328 -7.6142 -4.2633  0.001
97 C -4.7201 -1.7144 0.7754  0.052
98 O -3.7627 -2.6638 1.1541  0.051
99 C -2.3857 -2.5008 0.8807  0.015
100 C -1.5467 -3.6594 1.5380  0.025
101 N -1.4912 -3.4973 2.9927  0.002
102 C -0.7124 -4.5366 3.6633  0.009
103 C 0.8320 -4.4357 3.4320  0.007
104 O 1.5032 -5.4768 4.1317  0.002
105 C 2.9152 -5.6076 3.8334  0.017
106 H -5.7397 -2.0767 0.9069  0.014
107 H -4.7105 -1.4287 -0.2764  0.011
108 H -4.6756 -0.9090 1.5086  0.003
109 H -2.1179 -1.4911 1.1917  0.001
110 H -2.2741 -2.4604 -0.2029  0.006
111 H -0.5929 -3.5425 1.0236  0.005
112 H -1.9659 -4.6320 1.2802  0.016
113 H -2.4213 -3.6516 3.3551  0.004
114 H -1.0343 -5.5454 3.4044  0.003
115 H -0.9099 -4.4064 4.7273  0.001
116 H 1.2704 -3.4635 3.6573  0.001
117 H 1.0153 -4.6742 2.3844  0.006
118 H 3.5333 -4.9112 4.4000  0.003
119 H 3.1213 -5.5009 2.7684  0.007
120 H 3.2075 -6.6223 4.1034  0.002
121 C -3.7177 -1.2024 -3.4467  0.084
122 O -3.2375 -0.0769 -3.3895  0.022
123 N -4.9274 -1.4670 -3.8326  0.075
124 N -3.0219 -2.2994 -3.1983  0.044
125 H -5.4086 -0.5800 -3.8766  0.020
126 H -5.3392 -2.3709 -4.0157  0.100
127 H -3.3798 -3.2418 -3.1364  0.124
128 H -2.0594 -2.1063 -2.9608  0.004
129 C -5.8379 3.1386 -1.1770  0.012
130 O -4.9899 3.5836 -0.1331  0.001
131 H -6.7192 3.7473 -1.3792  0.001
132 H -5.2244 2.9864 -2.0651  0.003
133 H -6.2566 2.1333 -1.1321  0.008
134 H -4.2851 2.9415 -0.0210  0.000
135 C -2.1403 1.0818 -0.1243  0.002
136 O -3.0261 2.0017 0.4250  0.002
137 H -2.0212 1.3863 -1.1641  0.001
138 H -1.1792 0.9274 0.3662  0.000
139 H -2.5599 0.0988 -0.3383  0.001
140 H -2.6744 1.9142 1.3139  0.000

## Properties
**Spin multiplicity**: 2
**Net charge**: -1
**⟨S²⟩**: 0.750
**Frontier orbital gap (spin up / spin down)**: 0.0519 / 0.3237 hartree
**E_tot**: -2670.55585 Eh
**HOMO level (spin up / spin down)**: 0.68 / -6.77 eV

***

(5)
Formula: C9H18Si
Source: the Open Molecules 2025 dataset
Level of theory: the ωB97M-V functional and the def2-TZVPD basis

Last column: natural (NBO) charge in e.
Positions of all 28 atoms, in Å:
1 C -0.7489 2.7657 -0.7749  -0.679
2 C -0.6724 1.4254 -0.2486  0.010
3 C -0.4439 0.4182 0.3628  -0.479
4 Si -1.4069 -0.9964 1.1358  1.276
5 C -1.7160 -1.9666 -0.5677  -1.055
6 C -3.1452 -0.0941 1.2937  -1.047
7 H 0.2120 3.0093 -1.0568  0.235
8 H -1.1404 3.4617 -0.1125  0.230
9 H -1.5002 2.6894 -1.6110  0.233
10 H -0.7976 -2.0770 2.3383  -0.125
11 H -1.2032 -1.5076 -1.4168  0.243
12 H -1.7097 -3.0253 -0.4608  0.225
13 H -2.8200 -1.6829 -0.7840  0.217
14 H -3.9918 -0.5962 1.8725  0.237
15 H -2.9615 0.9343 1.4634  0.232
16 H -3.5418 -0.1718 0.2989  0.229
17 C 1.6467 -1.3444 -0.7843  -0.414
18 C 2.0871 -0.2432 -0.1219  0.071
19 C 2.3895 -0.1456 1.3374  -0.652
20 C 2.7572 0.6409 -1.0708  -0.649
21 H 1.4839 -1.5374 -1.7721  0.194
22 H 1.1633 -2.1968 -0.1924  0.169
23 H 1.9611 0.7199 1.7891  0.220
24 H 1.9245 -1.0634 1.6012  0.226
25 H 3.4481 -0.0261 1.5194  0.220
26 H 3.3487 0.0031 -1.8582  0.218
27 H 3.3556 1.3649 -0.6685  0.203
28 H 2.0219 1.2420 -1.5113  0.212

## Properties
**Spin multiplicity**: 1
**Energy relative to the best compared isomer or geometry (same formula, charge and spin)**: 397.35 kJ/mol
**SMILES**: CC#C[SiH](C)C.C=C(C)C
**Frontier orbital gap**: 0.3349 hartree
**E_tot**: -643.02452 Eh
**HOMO level**: -8.25 eV